Record 1
The following is a quantum chemistry calculation of a 3-piece molecular cluster, C29H23B2O5 overall, from the Open Molecules 2025 dataset.

Structure (XYZ):
```
59
Properties=species:S:1:pos:R:3:mulliken_charge:R:1
B 4.628 7.244 0.853 0.783
B 5.227 5.724 0.445 -0.473
C 5.599 4.551 1.464 -0.891
O 5.498 5.337 -0.922 -0.802
H 4.582 8.006 -0.123 -0.252
H 5.402 7.736 1.695 -0.198
H 3.513 7.147 1.372 -0.213
H 4.808 3.791 1.492 0.265
H 5.721 4.944 2.477 0.292
H 6.528 4.053 1.152 0.255
H 6.164 5.971 -1.218 0.265
C 3.711 2.239 -1.978 -0.734
C 4.650 2.284 -0.954 -0.512
C 4.644 1.302 0.025 -0.903
C 3.707 0.278 -0.017 0.449
C 2.756 0.244 -1.045 0.347
C 2.768 1.228 -2.024 -0.589
C 1.723 -0.819 -1.106 0.556
O 0.898 -0.860 -2.000 -0.707
C 1.715 -1.847 -0.020 0.443
C 0.732 -2.828 -0.023 -0.531
C 0.701 -3.783 0.977 -0.672
C 1.665 -3.770 1.979 -0.521
C 2.650 -2.799 1.985 -0.584
C 2.676 -1.830 0.991 0.327
C 3.737 -0.774 1.035 0.453
O 4.584 -0.793 1.902 -0.671
H 3.717 3.013 -2.734 0.439
H 5.360 3.102 -0.922 0.595
H 5.365 1.326 0.831 0.539
H 2.029 1.191 -2.814 0.464
H -0.006 -2.832 -0.813 0.568
H -0.077 -4.534 0.978 0.392
H 1.643 -4.519 2.760 0.383
H 3.404 -2.771 2.759 0.480
C -7.729 -3.497 1.790 -0.468
C -6.576 -3.997 2.383 -0.508
C -5.332 -3.637 1.897 -0.506
C -5.235 -2.777 0.811 0.156
C -6.392 -2.284 0.208 0.150
C -7.639 -2.643 0.705 -0.571
C -6.321 -1.380 -0.980 0.622
O -7.331 -0.951 -1.496 -0.676
C -4.970 -1.035 -1.505 0.438
C -4.872 -0.232 -2.634 -0.670
C -3.626 0.106 -3.135 -0.515
C -2.473 -0.346 -2.505 -0.463
C -2.565 -1.144 -1.379 -0.585
C -3.810 -1.501 -0.880 0.004
C -3.879 -2.392 0.313 0.488
O -2.877 -2.802 0.858 -0.648
H -8.701 -3.775 2.176 0.396
H -6.649 -4.669 3.229 0.395
H -4.424 -4.011 2.351 0.484
H -8.525 -2.247 0.230 0.472
H -5.778 0.119 -3.108 0.472
H -3.552 0.726 -4.019 0.397
H -1.494 -0.087 -2.888 0.561
H -1.672 -1.497 -0.884 0.533
```

The charge is -1. The calculation puts the total energy at -1544.9009 a.u. Its gap between HOMO and LUMO is 4.17 eV. As for the spin multiplicity: 1.

=====

Record 2
The following is a quantum chemistry calculation of C29H23BrCl3MoN6O3SSi as an isolated structure at a distorted geometry, from the Open Molecules 2025 dataset.

Structure (XYZ):
```
68
Properties=species:S:1:pos:R:3:mulliken_charge:R:1
Mo 0.623 1.422 1.174 0.872
Br -2.450 -4.571 -4.083 -0.162
C -3.033 -4.367 -2.294 0.109
C -4.393 -4.283 -2.012 -0.469
C -4.805 -4.116 -0.709 -0.130
C -3.856 -3.976 0.315 -0.114
C -2.489 -4.107 0.014 -0.026
C -2.080 -4.310 -1.283 -0.682
N -4.316 -3.783 1.594 -0.572
N -3.677 -3.281 2.518 -0.280
C -2.661 -2.408 2.543 -0.135
C -1.689 -2.505 3.555 -0.553
C -0.597 -1.663 3.613 -0.968
C -0.445 -0.658 2.652 0.583
O 0.549 0.203 2.487 -0.721
C -1.457 -0.485 1.682 0.742
N -1.233 0.568 0.850 0.918
C -2.185 0.871 -0.035 -0.556
C -3.368 0.160 -0.123 -1.380
C -3.598 -0.922 0.711 -0.468
C -2.608 -1.295 1.624 0.033
H -5.112 -4.351 -2.814 0.442
H -5.854 -4.044 -0.467 0.508
H -1.760 -4.080 0.809 0.451
H -1.031 -4.421 -1.514 0.531
H -1.788 -3.309 4.270 0.506
H 0.153 -1.794 4.379 0.581
H -2.003 1.739 -0.662 0.637
H -4.117 0.463 -0.833 0.469
H -4.543 -1.436 0.678 0.770
O 0.639 2.825 -2.570 -0.683
C 0.750 2.044 -1.642 0.214
O 0.469 2.315 -0.384 -0.281
C 1.304 0.675 -1.748 0.731
C 1.753 0.153 -2.973 -1.417
C 2.334 -1.085 -2.976 -0.763
C 2.444 -1.802 -1.764 1.034
C 2.963 -3.107 -1.717 -0.879
C 3.051 -3.771 -0.522 -0.662
C 2.676 -3.134 0.671 -0.915
C 2.165 -1.861 0.660 -0.566
C 2.000 -1.179 -0.559 0.217
N 1.436 0.051 -0.580 0.819
H 1.614 0.741 -3.865 0.609
H 2.717 -1.535 -3.879 0.493
H 3.269 -3.567 -2.646 0.440
H 3.415 -4.786 -0.499 0.452
H 2.795 -3.659 1.606 0.471
H 1.892 -1.351 1.576 0.579
Cl 0.772 3.684 4.294 -0.296
Si -0.405 3.083 2.716 0.473
Cl -2.087 2.225 3.546 -0.279
Cl -1.031 4.840 1.865 -0.318
S 3.007 2.226 1.379 -0.395
C 2.765 3.638 0.393 0.373
N 3.172 3.612 -0.866 -0.122
C 2.916 4.685 -1.817 -0.425
C 2.807 6.011 -1.075 -0.808
C 1.829 5.860 0.083 -0.631
N 2.234 4.734 0.910 -0.016
H 3.595 2.761 -1.211 0.272
H 1.986 4.464 -2.355 0.227
H 3.735 4.706 -2.537 0.464
H 2.458 6.782 -1.759 0.377
H 3.786 6.301 -0.695 0.318
H 0.815 5.679 -0.289 0.306
H 1.814 6.753 0.706 0.425
H 1.970 4.732 1.886 0.224
```

The charge is +1. The calculation puts the total energy at -6383.6530 a.u. Its gap between HOMO and LUMO (alpha / beta) is 5.95 / 6.17 eV. As for the spin multiplicity: 1.

=====

Record 3
The following is a quantum chemistry calculation of C29H23IMnN4O6S as an isolated structure at a distorted geometry, from the Open Molecules 2025 dataset.

Structure (XYZ):
```
65
Properties=species:S:1:pos:R:3:lowdin_spin:R:1
Mn -4.183 -10.580 -12.188 3.401
C -9.050 -8.589 -16.925 0.000
C -8.468 -9.899 -16.329 0.000
C -7.118 -10.144 -17.006 0.000
C -9.396 -11.116 -16.650 0.000
C -8.306 -9.723 -14.821 0.002
C -9.412 -9.312 -14.072 0.001
C -9.304 -8.964 -12.750 0.001
C -8.057 -9.021 -12.124 0.000
S -7.621 -8.599 -10.507 0.016
C -6.034 -9.092 -10.824 0.012
N -5.818 -9.589 -12.054 -0.036
C -6.971 -9.542 -12.837 0.001
C -7.079 -9.873 -14.179 0.003
C -4.915 -9.001 -9.929 -0.032
C -4.852 -8.321 -8.714 -0.019
C -3.602 -8.338 -8.080 0.024
C -2.494 -8.999 -8.559 -0.025
C -2.532 -9.676 -9.768 -0.031
C -3.762 -9.626 -10.379 -0.325
H -9.096 -8.652 -18.003 0.000
H -8.457 -7.722 -16.603 0.000
H -10.077 -8.447 -16.570 0.000
H -7.238 -10.206 -18.075 0.000
H -6.623 -11.054 -16.666 0.000
H -6.457 -9.302 -16.820 0.000
H -9.508 -11.238 -17.741 0.000
H -10.396 -11.006 -16.206 0.000
H -8.948 -12.031 -16.271 0.000
H -10.374 -9.263 -14.557 0.000
H -10.181 -8.635 -12.177 0.000
H -6.209 -10.246 -14.690 0.001
H -5.705 -7.784 -8.309 -0.004
H -3.540 -7.839 -7.119 0.001
H -1.581 -8.969 -7.969 -0.005
H -1.643 -10.104 -10.217 -0.004
O -6.815 -12.098 -10.344 0.024
C -5.912 -12.676 -10.890 0.004
O -4.800 -12.061 -11.389 0.003
C -5.738 -14.111 -11.120 -0.006
C -4.987 -14.593 -12.204 -0.001
C -4.706 -15.919 -12.316 0.000
C -5.194 -16.831 -11.404 -0.001
C -6.004 -16.380 -10.392 -0.001
C -6.284 -15.041 -10.234 -0.002
N -6.579 -17.379 -9.469 0.000
O -6.273 -18.540 -9.644 0.000
O -7.276 -16.975 -8.572 0.000
N -3.700 -16.355 -13.315 0.000
O -3.227 -15.514 -14.056 0.000
O -3.354 -17.515 -13.274 0.000
H -4.530 -13.970 -12.963 0.000
H -4.878 -17.880 -11.498 0.000
H -6.945 -14.722 -9.404 0.000
I -1.850 -11.975 -12.577 -0.022
C -2.290 -10.712 -14.224 0.009
C -1.627 -10.696 -15.441 -0.001
C -2.091 -9.782 -16.391 0.008
C -3.116 -8.892 -16.107 -0.001
C -3.690 -8.952 -14.855 0.007
N -3.329 -9.867 -13.938 -0.004
H -0.817 -11.375 -15.658 0.000
H -1.640 -9.768 -17.367 0.000
H -3.467 -8.195 -16.845 0.000
H -4.496 -8.322 -14.556 0.000
```

The charge is +2. The calculation puts the total energy at -3635.4888 a.u. Its gap between HOMO and LUMO (alpha / beta) is 5.65 / 6.86 eV. As for the spin multiplicity: 4. As for the expectation value of S²: 4.164.

=====

Record 4
The following is a quantum chemistry calculation of C29H23N5O2PdSe as an isolated structure, from the Open Molecules 2025 dataset.

Structure (XYZ):
```
61
Properties=species:S:1:pos:R:3:lowdin_spin:R:1
Pd -0.008 0.566 0.453 0.839
C -4.432 2.431 0.680 0.030
O -3.390 3.365 0.325 0.005
C -2.258 2.693 0.291 0.004
N -2.270 1.421 0.475 0.066
C -3.697 1.050 0.662 0.033
C -4.289 0.212 -0.437 0.271
C -5.044 -0.951 -0.122 0.049
C -5.679 -1.635 -1.115 0.106
C -5.621 -1.140 -2.457 0.325
C -4.811 -0.022 -2.796 0.060
C -4.181 0.657 -1.800 0.086
C -1.022 3.466 0.087 0.004
C -1.009 4.842 -0.075 0.002
C 0.220 5.476 -0.197 -0.003
C 1.380 4.720 -0.121 0.002
C 1.258 3.348 0.050 0.003
N 0.085 2.732 0.129 0.052
C 2.421 2.463 0.230 0.003
N 2.336 1.192 0.390 0.044
C 3.714 0.738 0.656 0.048
C 4.588 2.022 0.487 0.023
O 3.600 3.050 0.290 0.007
C 4.265 -0.380 -0.157 0.259
C 3.568 -0.973 -1.234 0.044
C 4.227 -1.853 -2.041 0.127
C 5.578 -2.237 -1.743 0.313
C 6.280 -1.654 -0.668 0.038
C 5.622 -0.773 0.136 0.110
H -5.237 2.535 -0.044 0.002
H -4.813 2.684 1.666 0.003
H -3.822 0.544 1.617 0.000
H -5.148 -1.265 0.909 -0.001
H -6.265 -2.517 -0.889 0.002
H -6.255 -1.589 -3.213 0.013
H -4.746 0.313 -3.822 0.000
H -3.620 1.556 -2.028 0.001
H -1.934 5.400 -0.093 0.001
H 0.273 6.549 -0.330 0.000
H 2.358 5.177 -0.182 0.000
H 3.762 0.394 1.701 0.017
H 5.222 2.001 -0.398 0.001
H 5.187 2.273 1.357 0.000
H 2.563 -0.645 -1.460 -0.002
H 3.753 -2.252 -2.929 0.003
H 6.052 -3.016 -2.330 0.012
H 7.308 -1.925 -0.469 -0.002
H 6.127 -0.357 1.000 0.002
Se -0.721 -1.922 -1.112 -0.029
N -0.338 -1.599 0.629 0.143
C -0.200 -2.760 1.221 0.031
C 0.055 -2.964 2.620 0.282
C 0.141 -4.268 3.117 0.045
C -0.025 -5.376 2.290 0.108
C -0.255 -5.227 0.908 0.272
C -0.377 -3.915 0.365 0.019
N -0.649 -3.661 -0.897 0.107
H 0.145 -2.113 3.284 0.010
H 0.329 -4.422 4.172 -0.001
H 0.025 -6.371 2.715 0.002
H -0.327 -6.086 0.250 0.009
```

The charge is +4. The calculation puts the total energy at -4070.8543 a.u. Its gap between HOMO and LUMO (alpha / beta) is 6.31 / 5.08 eV. As for the spin multiplicity: 5. As for the expectation value of S²: 6.070.